{
  "formula": "C17H14N2O3",
  "method": "ωB97M-V/def2-TZVPD",
  "e_above_lowest_ev": 11.145,
  "gap_ev": 9.0,
  "e_homo_ev": -9.041,
  "lumo_energy_ev": -0.1,
  "multiplicity": 1,
  "species": ["C", "C", "O", "N", "C", "C", "C", "C", "C", "C", "H", "H", "H", "H", "H", "C", "N", "C", "O", "C", "C", "C", "C", "C", "C", "C", "O", "H", "H", "H", "H", "H", "H", "H", "H", "H"],
  "xyz": [[1.8990, 3.0616, -0.6808], [0.4452, 2.7426, -0.4696], [-0.4116, 3.3267, -0.8963], [0.2416, 1.7702, 0.4105], [1.2913, 1.2248, 1.0864], [1.3452, -0.1030, 1.3197], [2.1897, -0.6019, 2.2254], [3.1744, -0.0691, 2.9687], [3.0287, 1.3341, 2.9892], [1.9723, 1.9520, 2.1018], [1.9203, 2.9174, 2.3371], [3.6762, 1.9267, 3.7152], [3.8222, -0.4113, 3.4760], [2.3600, -1.9420, 2.2553], [0.8704, -0.8613, 0.5947], [-1.1639, 1.4716, 0.6508], [-1.4744, 0.2750, -0.3049], [-0.9839, 0.0066, -1.4762], [-0.1900, 0.4545, -2.1481], [-1.6027, -1.3614, -1.7684], [-1.3583, -2.1038, -3.0839], [-2.1722, -3.2543, -2.9142], [-2.9018, -3.8378, -1.9337], [-3.0465, -2.9934, -0.6988], [-2.0692, -2.0604, -0.8099], [-2.2201, -0.9326, 0.2678], [-2.6862, -0.7581, 1.2744], [-3.5061, -3.5617, 0.0578], [-3.4465, -4.6071, -2.0538], [-2.1846, -3.8637, -4.0337], [-0.8297, -1.8366, -3.8443], [-1.6112, 2.1814, 0.1171], [-1.4070, 1.0871, 1.6279], [2.6069, 2.2752, -0.6133], [2.0647, 3.4189, -1.7767], [2.3578, 3.7332, 0.0305]],
  "forces_ev_per_angstrom": [[1.26, 1.07, -3.19], [7.64, -2.43, 2.95], [-7.25, 5.67, -4.88], [-1.48, -0.72, 0.92], [0.27, 0.97, 4.68], [-1.15, -2.90, -3.13], [2.33, -8.97, 0.43], [-8.55, 8.89, -5.81], [-1.43, 0.90, -1.34], [3.82, -4.37, 1.29], [-0.87, 4.07, 0.03], [-1.19, -0.39, -1.26], [8.26, -5.54, 6.56], [-1.11, 3.99, -0.33], [0.36, 1.40, 1.39], [3.05, -5.51, -1.65], [-1.79, 0.41, 4.40], [-4.31, -5.37, 2.59], [5.57, 4.12, -4.95], [5.40, -0.19, -9.91], [-6.36, -1.01, 10.40], [2.29, -1.97, -8.03], [1.85, 8.26, 4.33], [2.04, -5.72, -5.29], [-4.62, 2.92, 8.38], [4.79, 1.64, -6.37], [-3.67, -0.52, 6.72], [-0.53, 0.61, 1.62], [-3.64, -5.63, -1.09], [-0.04, 1.20, 3.27], [2.87, 1.66, -4.63], [-2.64, 3.50, -0.56], [-0.20, 0.63, 0.32], [0.14, -1.43, 0.04], [-0.57, -0.09, 2.02], [-0.55, 0.82, 0.08]],
  "nbo_charge": [-0.7364, 0.7235, -0.5771, -0.4860, 0.1351, -0.2076, -0.1490, -0.2107, -0.1786, -0.2209, 0.2034, 0.2158, 0.1835, 0.1754, 0.2234, -0.0382, -0.5098, 0.6672, -0.5618, -0.0611, -0.1223, -0.1966, -0.1872, -0.1582, -0.1877, 0.7402, -0.5182, 0.2404, 0.1962, 0.1904, 0.2129, 0.2480, 0.2395, 0.2327, 0.2407, 0.2392]
}

{
  "formula": "C23H26N4O2SV",
  "method": "ωB97M-V/def2-TZVPD",
  "e_above_lowest_ev": 0.000,
  "gap_ev": [5.9, 8.3],
  "e_homo_ev": [-5.838, -8.324],
  "lumo_energy_ev": [0.0, 0.0],
  "multiplicity": 4,
  "species": ["V", "O", "C", "N", "C", "O", "C", "C", "C", "C", "C", "N", "C", "C", "C", "C", "C", "N", "H", "H", "H", "H", "H", "H", "H", "H", "C", "N", "C", "C", "C", "C", "C", "C", "C", "C", "H", "H", "H", "H", "H", "H", "H", "H", "H", "H", "H", "H", "C", "S", "C", "H", "H", "H", "H", "H", "H"],
  "xyz": [[-0.1319, 0.2648, 0.0552], [-3.3209, -1.9538, -1.1212], [-2.5855, -1.0093, -0.8262], [-1.7602, -0.8503, 0.2885], [-1.7136, -1.8273, 1.3019], [-2.3535, -2.8637, 1.4313], [-0.6864, -1.4065, 2.3072], [-0.5515, -2.0279, 3.5377], [0.2796, -1.4230, 4.4645], [1.0112, -0.2601, 4.1427], [0.8859, 0.2631, 2.8696], [0.0719, -0.3223, 1.9647], [-2.4637, 0.2164, -1.6907], [-3.4742, 0.6288, -2.5449], [-3.2669, 1.8098, -3.2541], [-2.0522, 2.5215, -3.1136], [-1.0811, 2.0238, -2.2746], [-1.3041, 0.9127, -1.5415], [-1.1166, -2.9387, 3.7337], [0.4077, -1.8505, 5.4562], [1.6458, 0.2129, 4.9107], [1.4150, 1.1526, 2.5477], [-4.3642, 0.0067, -2.6512], [-4.0289, 2.1738, -3.9261], [-1.8788, 3.4567, -3.6629], [-0.1130, 2.5006, -2.1520], [1.8165, -0.0682, -2.1124], [1.7704, 0.3903, -0.6957], [2.6956, -0.4806, 0.0962], [2.2424, 1.8299, -0.6188], [1.1946, 2.6975, 0.0804], [1.3859, 4.0663, 0.1875], [0.3903, 4.8714, 0.7399], [-0.7972, 4.2774, 1.1769], [-0.9908, 2.9023, 1.1042], [-0.0104, 2.1050, 0.5134], [2.8490, -0.0321, -2.4979], [1.1787, 0.5523, -2.7469], [1.4686, -1.1096, -2.1885], [3.6684, -0.5230, -0.4142], [2.2943, -1.4984, 0.1686], [2.8392, -0.0902, 1.1058], [2.4620, 2.2240, -1.6261], [3.1871, 1.8462, -0.0555], [2.3226, 4.5136, -0.1555], [0.5355, 5.9460, 0.8149], [-1.6081, 4.9001, 1.5720], [-1.9009, 2.4300, 1.4710], [-0.9335, -4.3141, -0.9472], [0.5649, -3.4280, -0.6044], [1.7125, -4.7904, -0.4232], [-1.1496, -4.9837, -0.1117], [-0.8095, -4.8757, -1.8734], [-1.7390, -3.5831, -1.0429], [1.8267, -5.3084, -1.3801], [1.3838, -5.4936, 0.3357], [2.6800, -4.3842, -0.1248]],
  "forces_ev_per_angstrom": [[-1.41, -2.23, -0.62], [0.77, 1.30, 0.16], [-0.32, -0.91, 0.80], [-1.71, -1.98, -0.04], [-0.39, -0.19, -0.91], [0.52, 1.02, -0.03], [0.80, 0.72, 0.29], [-0.10, 0.20, -0.04], [0.70, 0.21, 0.28], [-0.29, -0.31, 0.50], [-0.38, -0.75, 0.32], [0.14, -0.63, 1.06], [0.58, 0.63, -0.15], [0.28, 0.16, -0.26], [0.59, 0.14, 0.21], [-0.78, 0.00, -0.47], [-0.58, -0.55, 0.20], [-0.39, -0.30, -1.01], [0.09, 0.33, 0.02], [-0.10, 0.02, -0.16], [-0.37, -0.25, -0.61], [-0.07, -0.07, -0.04], [0.25, 0.28, 0.06], [-0.06, 0.09, -0.04], [-0.11, -0.54, 0.23], [-0.23, 0.02, 0.07], [0.12, -0.32, 0.06], [2.08, 0.46, -0.70], [-0.01, 0.08, -0.44], [-0.21, -0.07, 0.43], [-0.35, 0.23, -0.15], [0.31, 0.39, 0.12], [-0.10, -0.26, -0.09], [-0.52, 0.40, 0.32], [0.61, 0.50, -0.26], [1.05, 1.81, 0.57], [-0.20, 0.06, 0.08], [0.08, -0.02, 0.21], [0.05, 0.31, 0.16], [-0.03, -0.02, 0.16], [-0.01, 0.28, -0.06], [-0.13, 0.04, -0.20], [-0.11, -0.28, 0.27], [-0.12, 0.07, -0.20], [-0.20, 0.01, 0.06], [-0.06, -0.17, -0.01], [0.38, -0.09, -0.05], [0.00, 0.22, -0.06], [-0.22, -0.29, -0.04], [0.33, 0.61, 0.20], [0.24, -0.10, -0.31], [-0.14, 0.07, -0.14], [-0.16, -0.04, 0.01], [0.04, -0.21, 0.02], [0.04, -0.01, 0.16], [-0.10, -0.05, 0.11], [-0.05, -0.01, -0.04]],
  "nbo_charge": [1.1804, -0.5792, 0.6357, -0.8005, 0.6509, -0.5701, 0.0931, -0.1988, -0.1680, -0.2417, 0.0439, -0.5037, 0.1129, -0.2043, -0.1591, -0.2398, 0.0548, -0.4881, 0.2506, 0.2191, 0.2276, 0.2212, 0.2497, 0.2208, 0.2282, 0.2146, -0.4141, -0.5038, -0.4043, -0.2527, -0.0342, -0.2317, -0.2489, -0.2033, -0.2511, -0.4448, 0.1893, 0.2135, 0.2285, 0.1891, 0.2212, 0.2122, 0.2059, 0.2051, 0.1955, 0.2095, 0.2038, 0.1996, -0.7512, 0.1970, -0.7414, 0.2241, 0.2086, 0.2726, 0.2134, 0.2172, 0.2251]
}

{
  "formula": "CH5NOS",
  "method": "ωB97M-V/def2-TZVPD",
  "e_above_lowest_ev": 2.351,
  "gap_ev": 9.5,
  "e_homo_ev": -8.738,
  "lumo_energy_ev": 0.7,
  "multiplicity": 1,
  "species": ["C", "N", "O", "S", "H", "H", "H", "H", "H"],
  "xyz": [[-0.8487, -1.0712, 0.1918], [0.3937, 1.4919, -0.0858], [1.8591, -0.5039, -0.5761], [0.9588, -0.0253, 0.4673], [-0.4580, -1.8693, -0.3775], [-1.3648, -0.6165, -0.5527], [1.2234, 1.9052, -0.6273], [-0.2002, 2.0060, 0.5936], [-1.5633, -1.3170, 0.9667]],
  "forces_ev_per_angstrom": [[2.66, 0.45, 1.14], [1.11, -0.20, -0.86], [-0.07, 0.02, -0.44], [-2.67, -0.70, 0.75], [0.68, -1.62, 0.17], [-1.52, 2.41, -2.08], [-1.97, -0.15, 1.49], [1.18, -0.12, -0.83], [0.62, -0.10, 0.66]],
  "nbo_charge": [-0.7828, -1.0917, -0.9462, 1.3558, 0.2198, 0.2070, 0.4183, 0.4037, 0.2161]
}